1.
This record from OMol25 describes a structure of composition C10H16AsCl3O2S8Tc. The level of theory is wB97M-V/def2-TZVPD.

```
41
Properties=species:S:1:pos:R:3:forces:R:3:nbo_charge:R:1
Tc 1.771852 0.921291 0.144369 3.08 0.81 -0.14 0.090
C 0.175059 3.926334 -0.055639 0.08 -0.24 -0.72 -0.552
C -0.861485 3.145341 -0.840354 1.04 -0.97 0.25 -0.495
S -0.085862 1.533242 -1.309200 -0.56 0.28 -0.85 0.311
C -1.604813 0.611533 -1.854370 1.29 0.23 -0.14 -0.501
C -1.275998 -0.838271 -2.206263 -1.29 0.53 1.52 -0.577
S -0.362920 -1.448277 -0.768600 1.39 -0.81 -0.08 0.729
C -1.554549 -1.853478 0.516581 -1.64 0.49 0.12 -0.037
C -1.094844 -1.698722 1.932262 1.26 0.55 0.23 -0.666
S -0.315862 -0.218357 2.582027 0.18 0.51 0.61 1.357
C -1.162270 1.297244 2.079664 -1.28 -1.54 -1.48 -0.616
C -0.294675 2.469206 2.380367 -0.10 0.57 0.19 -0.576
S 1.021218 2.906207 1.221824 0.42 0.67 -0.22 0.557
H -0.278395 4.820410 0.360128 0.02 0.01 0.53 0.290
H 0.973363 4.280198 -0.708404 0.19 -0.09 0.09 0.274
H -1.194469 3.570827 -1.775609 -0.01 0.49 -0.06 0.282
H -1.679963 2.934223 -0.191896 -0.96 -0.12 0.25 0.217
H -1.905225 1.116046 -2.764535 -0.37 0.17 -0.04 0.290
H -2.323506 0.737633 -1.055705 -0.45 -0.18 -0.05 0.228
H -0.645160 -0.952223 -3.050657 0.76 -0.06 -0.76 0.291
H -2.195039 -1.378599 -2.357420 -0.28 -0.34 -0.13 0.289
H -1.742340 -3.775596 1.026779 -0.04 -0.57 0.93 0.532
H -2.451338 -1.255631 0.284399 0.07 -0.29 0.26 0.241
H -0.262330 -2.395662 2.111411 -0.03 0.03 -0.04 0.298
H -1.818336 -1.921407 2.682566 -1.15 -0.39 0.27 0.296
H -2.126257 1.316077 2.588858 0.00 0.20 0.13 0.288
H -1.332649 1.217668 0.990095 -0.15 -0.08 0.51 0.222
H 0.252106 2.260819 3.289757 0.00 0.54 0.59 0.276
H -0.959779 3.347942 2.458512 0.60 -0.18 0.33 0.294
S 5.456663 -0.387515 1.137261 0.34 0.27 -0.07 -0.045
As 5.598945 -1.121658 -1.116115 -0.79 0.13 -0.06 0.664
S 3.583187 -0.168826 1.601511 -1.80 0.47 -0.68 0.094
S 3.273690 1.673838 -1.046788 -0.73 -0.56 0.68 0.296
S 7.521340 -1.220048 -1.442456 0.76 -0.07 -0.19 -0.157
Cl 1.434211 -3.257226 -2.545447 0.60 0.29 0.14 0.136
C 0.047748 -4.055612 -1.744833 0.45 -0.20 0.62 -0.332
Cl 0.479997 -5.672302 -1.236769 -0.28 0.00 -0.19 0.167
Cl -1.314079 -3.969938 -2.785823 -0.79 -0.38 -0.36 0.124
C 0.100979 -3.165352 -0.544877 0.07 -0.03 -0.50 0.015
O -1.790501 -3.217053 0.259058 -0.13 0.18 -1.43 -0.610
O 0.942284 -0.114326 1.754327 0.21 -0.36 -0.06 -0.980
```
Forces are in eV/Å.

Computed properties:
* Kohn-Sham gap (alpha / beta): 4.7 / 4.7 eV
* net charge: +3
* F_max: 3.2 eV/Å
* E_HOMO (alpha / beta): -16.292 / -16.302 eV

2.
This record from OMol25 describes a structure of composition C8H13N3. The level of theory is wB97M-V/def2-TZVPD.

```
24
Properties=species:S:1:pos:R:3:forces:R:3:nbo_charge:R:1
C -1.284337 -1.890166 -0.508212 -1.61 2.25 -1.16 0.034
C 1.851287 0.140506 0.179634 0.93 -0.14 2.69 -0.051
C -1.126216 -1.012793 -1.510320 -0.09 -2.88 2.56 0.345
C 1.584636 -0.405857 1.357846 0.52 1.05 -3.86 0.383
C -0.808794 2.203831 -0.220797 -2.88 0.92 -4.27 -0.224
C -0.639988 0.942217 0.601239 -0.10 0.58 -0.24 0.006
C -1.272367 -0.276323 -2.722235 -0.71 -1.20 -3.38 -0.762
C 1.686578 -1.035824 2.646143 -3.26 1.27 1.45 -0.747
N -0.242902 2.230672 1.020915 0.48 0.42 1.80 -0.529
N -0.031875 -1.302976 -0.575369 4.93 -0.66 -0.67 -0.308
N 0.469766 -0.030091 0.295701 -1.51 -1.90 1.26 -0.157
H -1.885711 -2.355013 0.267919 0.18 -0.36 -0.39 0.302
H 2.529980 0.663207 -0.461067 0.17 0.07 -0.45 0.299
H -0.320102 2.269547 -1.219761 0.82 -0.23 1.06 0.208
H -1.824029 2.777054 -0.481003 1.75 -1.59 1.49 0.255
H -1.455877 0.555119 1.185070 0.01 -0.81 -0.01 0.248
H -1.595051 0.776798 -2.638508 0.52 -0.53 0.03 0.309
H -2.009331 -0.815882 -3.432329 0.39 0.84 1.57 0.330
H -0.381138 -0.511349 -3.367664 -0.19 1.09 0.81 0.299
H 2.145261 -0.389494 3.367441 0.88 0.76 0.12 0.322
H 2.173394 -1.980221 2.744596 0.02 -0.86 -0.46 0.318
H 0.608341 -0.960556 3.066988 1.53 -1.00 -0.52 0.286
H 0.719582 2.424443 1.167062 0.93 0.36 0.04 0.394
H 1.108892 -2.016847 -0.763291 -3.70 2.56 0.53 0.441
```
Forces are in eV/Å.

Computed properties:
* Kohn-Sham gap: 9.3 eV
* net charge: +2
* F_max: 5.2 eV/Å
* E_HOMO: -17.398 eV

3.
This record from OMol25 describes a cluster of 2 separate species, C3H8NO2 in total. The level of theory is wB97M-V/def2-TZVPD.

```
14
Properties=species:S:1:pos:R:3:forces:R:3:nbo_charge:R:1
O -0.037651 1.658011 0.559892 -0.11 -2.78 4.03 -0.637
C -0.107135 0.909334 1.574279 -0.42 1.42 -2.45 0.672
O -0.206846 -0.442611 1.481386 0.51 1.17 0.46 -0.686
H -0.210001 1.267766 2.611867 0.33 0.27 -0.37 0.155
H -0.064596 -0.879263 2.342767 -0.26 0.40 -0.16 0.520
C -0.253919 -0.971614 -1.072055 2.29 -0.83 0.89 -0.063
C 0.915591 -1.646813 -0.954612 0.14 1.51 -0.35 -0.345
N -0.279208 0.419177 -1.597265 -0.29 -1.99 -3.50 -0.713
H -1.165773 -1.267504 -0.576169 0.13 0.22 0.11 0.232
H 1.072650 -2.253884 -0.040939 -0.45 -0.58 -1.38 0.247
H 1.851439 -1.415827 -1.580508 -1.53 -0.01 1.22 0.230
H -0.106176 0.322387 -2.651271 -0.57 0.80 1.57 0.452
H -1.200973 0.794043 -1.376799 0.11 0.38 -0.45 0.455
H 0.406637 1.029397 -1.163993 0.13 0.01 0.38 0.481
```
Forces are in eV/Å.

Computed properties:
* Kohn-Sham gap: 10.8 eV
* net charge: +1
* F_max: 4.9 eV/Å
* E_HOMO: -14.486 eV

4.
This record from OMol25 describes a structure of composition C35H52B2F8N9O7S5Y. The level of theory is wB97M-V/def2-TZVPD.

```
119
Properties=species:S:1:pos:R:3:forces:R:3:lowdin_charge:R:1
Y -2.038826 -2.776653 -0.328062 0.19 0.45 0.71 1.414
C -2.211691 1.510538 3.071886 0.02 -0.01 0.00 -0.058
C -1.280088 1.785963 1.935933 0.01 -0.02 0.06 -0.259
C -0.965467 3.055232 1.561716 0.01 0.02 0.03 0.045
C -0.116322 3.276489 0.458845 0.01 -0.01 -0.01 -0.203
N 0.418837 2.273058 -0.177705 -0.01 -0.01 0.03 0.199
N 0.144146 1.027469 0.202969 0.06 -0.01 -0.04 0.026
B 0.753194 -0.081146 -0.732921 0.02 -0.02 0.09 -0.539
N 1.906174 0.506584 -1.651799 0.00 0.03 0.06 0.049
N 2.933854 1.122814 -1.064015 -0.03 -0.01 -0.02 0.191
C 3.960365 1.484833 -1.779358 0.08 -0.04 -0.03 -0.196
C 4.012415 1.208606 -3.167392 0.01 0.05 -0.01 0.070
C 2.976885 0.578079 -3.778477 -0.04 0.02 0.01 -0.228
C 2.968077 0.246574 -5.234558 -0.01 0.00 0.01 -0.058
C 1.859767 0.224094 -2.963390 0.05 0.00 -0.02 -0.469
S 0.506851 -0.574602 -3.626119 -0.04 -0.04 -0.04 1.074
C 5.119272 2.119973 -1.014962 -0.01 -0.02 -0.02 -0.535
C 5.801159 1.001702 -0.213757 -0.05 -0.05 -0.01 -0.036
C 6.134409 2.764758 -1.960102 0.03 -0.01 0.02 -0.062
C 4.588791 3.193178 -0.060914 -0.04 0.02 -0.03 -0.050
N 1.541085 -1.051564 0.262170 -0.05 0.06 -0.05 -0.012
N 2.081758 -0.393641 1.295721 -0.11 -0.02 -0.01 0.159
C 2.698310 -1.048045 2.234925 0.06 0.00 -0.02 -0.207
C 2.858928 -2.449794 2.151541 0.03 -0.01 0.01 0.064
C 2.346190 -3.128539 1.093582 -0.04 -0.01 0.01 -0.238
C 2.478538 -4.608910 0.956381 0.00 0.01 -0.01 -0.066
C 1.618530 -2.386475 0.103713 0.09 0.00 -0.05 -0.623
S 0.879147 -3.157775 -1.207067 -0.04 0.03 -0.06 0.767
C 3.176247 -0.206785 3.416344 -0.06 -0.01 0.03 -0.535
C 1.939601 0.421608 4.075075 0.00 0.01 -0.03 -0.039
C 4.097628 0.906566 2.915003 0.01 -0.02 0.06 -0.046
C 3.919383 -1.051447 4.450107 0.00 0.01 0.01 -0.063
C -0.712069 0.704794 1.191741 0.01 0.04 -0.05 -0.572
S -1.107154 -0.910926 1.616185 0.28 0.04 0.24 0.772
C 0.228441 4.675515 -0.026272 0.01 -0.02 0.01 -0.544
C 1.140160 5.335245 1.017109 0.00 0.02 -0.01 -0.033
C -1.056605 5.497221 -0.184228 -0.01 0.00 -0.01 -0.045
C 0.947994 4.614140 -1.373031 0.00 0.01 0.00 -0.048
H -2.561274 2.443374 3.513284 0.00 0.00 0.00 0.084
H -1.717011 0.908353 3.835654 0.00 0.00 0.00 0.077
H -3.065331 0.923900 2.727629 0.00 0.00 -0.01 0.062
H -1.385879 3.894242 2.102416 0.00 0.00 0.00 0.123
H 4.877517 1.498708 -3.747852 0.00 -0.01 0.00 0.116
H 3.897143 0.559456 -5.707692 0.00 0.00 0.00 0.082
H 2.128171 0.734255 -5.732314 -0.01 0.00 0.01 0.087
H 2.834622 -0.827282 -5.377032 0.00 0.00 -0.01 0.087
H 6.232729 0.251912 -0.880820 0.00 0.00 -0.01 0.091
H 5.078617 0.506591 0.436557 0.06 0.04 -0.12 0.054
H 6.603382 1.412196 0.403141 0.01 0.01 0.00 0.091
H 6.659441 2.027049 -2.569472 -0.01 -0.01 -0.01 0.082
H 6.886576 3.291923 -1.371300 0.00 0.00 0.00 0.089
H 5.661352 3.491835 -2.623931 0.00 0.01 0.01 0.091
H 3.784029 2.802465 0.557734 -0.01 0.01 -0.01 0.052
H 4.204553 4.049528 -0.619184 -0.01 0.01 -0.01 0.081
H 5.396319 3.543581 0.585017 -0.01 0.01 0.00 0.091
H 3.388056 -2.988433 2.925611 -0.01 0.01 0.01 0.113
H 3.050628 -5.020259 1.787655 0.00 0.00 0.00 0.080
H 2.968583 -4.861127 0.014719 -0.01 0.00 0.00 0.080
H 1.487777 -5.063081 0.922785 -0.01 0.00 0.00 0.066
H 1.448213 1.105034 3.380927 -0.02 0.00 -0.01 0.073
H 2.235656 0.979006 4.966883 -0.01 0.00 0.00 0.086
H 1.215002 -0.343091 4.362440 0.01 -0.01 0.01 0.088
H 3.607701 1.470795 2.123403 -0.01 -0.02 0.02 0.057
H 5.033098 0.499764 2.523544 -0.05 0.01 0.07 0.077
H 4.339986 1.587807 3.733987 0.01 0.00 0.01 0.092
H 3.280449 -1.826954 4.877167 0.00 0.00 0.00 0.087
H 4.249292 -0.408884 5.267950 0.00 0.00 0.00 0.087
H 4.805541 -1.526989 4.024189 0.00 0.00 0.00 0.087
H 0.650384 5.402157 1.991144 0.00 0.00 0.00 0.083
H 1.401377 6.347487 0.701461 0.00 0.00 0.00 0.089
H 2.062353 4.764311 1.138439 0.01 -0.01 0.00 0.078
H -1.568033 5.650863 0.767388 0.00 -0.01 0.00 0.075
H -1.749264 5.008259 -0.872211 0.00 0.00 -0.01 0.090
H -0.815807 6.481777 -0.588926 0.00 0.00 0.01 0.087
H 1.873386 4.044746 -1.300328 0.02 -0.01 0.01 0.058
H 1.180390 5.629033 -1.702369 0.00 0.00 0.00 0.088
H 0.326034 4.132876 -2.129067 -0.01 0.00 0.00 0.091
F -0.297833 -5.798454 -4.239444 -0.01 -0.02 0.01 0.159
C -1.622792 -5.713568 -4.241563 0.03 -0.02 0.04 -0.681
F -2.129129 -6.726460 -3.545097 -0.02 0.01 -0.01 0.152
F -2.066892 -5.773951 -5.490024 0.02 0.00 0.00 0.158
S -2.109840 -4.111266 -3.479739 -0.15 -0.20 0.01 0.643
O -1.741691 -4.287031 -2.069542 0.07 -0.06 -0.45 -0.438
O -1.454082 -3.097632 -4.229753 0.01 -0.04 -0.03 -0.242
N -3.676832 -4.150355 -3.685857 0.11 0.03 0.10 -0.263
S -4.639288 -3.847047 -2.491082 -0.06 0.02 0.00 0.644
O -4.020388 -2.981825 -1.482781 -0.53 -0.51 -0.32 -0.390
O -5.943618 -3.495479 -2.932009 0.05 0.06 -0.06 -0.228
C -4.891966 -5.461256 -1.613968 -0.03 0.01 -0.01 -0.670
F -3.814247 -5.825074 -0.921230 0.05 0.02 -0.03 0.140
F -5.914094 -5.336429 -0.771970 0.00 0.01 0.03 0.151
F -5.169175 -6.408177 -2.502972 -0.03 0.00 0.01 0.153
O -0.999114 -4.340131 1.026152 0.02 -0.24 0.22 -0.151
C -2.081328 -4.540587 1.630093 -0.03 -0.12 0.17 -0.481
O -3.102530 -3.835254 1.399171 -0.25 -0.25 0.26 -0.147
H -2.150027 -5.355216 2.365169 0.01 0.02 0.03 0.143
F -1.232977 0.842455 -2.108748 0.02 0.05 0.02 0.067
B -0.496900 -0.335102 -1.948111 0.00 -0.07 0.14 -0.971
F -1.532849 -1.381681 -1.847080 0.35 0.92 -0.89 -0.124
C -6.062543 1.647859 -0.071839 0.01 0.01 0.02 -0.052
N -4.774360 0.997715 0.073963 0.04 0.00 0.07 -0.122
C -3.664357 1.675614 -0.566804 -0.05 0.02 -0.04 -0.025
C -4.636606 -0.300700 0.467518 -0.03 0.05 -0.01 -0.467
O -3.675746 -0.984945 0.101561 0.03 -0.21 -0.07 -0.087
N -5.630700 -0.793513 1.276271 0.06 0.00 -0.01 -0.133
C -6.092215 -0.032104 2.425282 -0.04 0.01 -0.01 -0.059
C -5.712453 -2.233054 1.455344 -0.01 -0.03 0.00 -0.037
H -6.155419 2.020992 -1.094436 0.00 0.00 0.00 0.092
H -6.168636 2.498113 0.608355 0.00 0.00 0.00 0.089
H -6.868818 0.943760 0.110745 0.00 -0.01 0.01 0.090
H -3.502992 2.650682 -0.097924 -0.03 0.00 0.00 0.092
H -3.867944 1.828410 -1.629610 0.04 -0.02 -0.01 0.104
H -2.765207 1.080433 -0.482357 -0.01 -0.01 -0.01 0.062
H -5.801631 1.010903 2.345915 0.01 0.00 0.00 0.075
H -5.652977 -0.439468 3.342339 -0.01 -0.01 -0.01 0.094
H -7.179445 -0.087002 2.513932 0.00 0.00 0.00 0.092
H -5.443583 -2.736471 0.532786 0.00 0.01 0.01 0.066
H -6.743044 -2.486304 1.708694 0.01 -0.01 0.01 0.097
H -5.047402 -2.587309 2.245206 0.01 0.00 0.00 0.086
```
Forces are in eV/Å.

Computed properties:
* Kohn-Sham gap: 7.4 eV
* net charge: 0
* F_max: 1.3 eV/Å
* E_HOMO: -7.488 eV